Record 1
Molecular formula: C19H24N6O2PdS
Method: DFT, the ωB97M-V functional and the def2-TZVPD basis

Element x y z (Å)
1 Pd 0.0008 0.0411 0.5818
2 C -0.3309 -0.1840 -4.2905
3 N 0.6394 -1.0635 -3.6324
4 C 1.4910 -1.9343 -4.4575
5 C 0.7225 -1.0255 -2.3148
6 C 1.6827 -1.9091 -1.5767
7 O -0.0116 -0.2270 -1.6609
8 H -0.3602 -0.4235 -5.3475
9 H -0.0495 0.8623 -4.1714
10 H -1.3202 -0.3293 -3.8618
11 H 1.2775 -1.7286 -5.5005
12 H 1.2779 -2.9846 -4.2664
13 H 2.5454 -1.7325 -4.2798
14 H 2.1179 -2.7049 -2.1717
15 H 1.1565 -2.3581 -0.7317
16 H 2.4937 -1.2893 -1.1860
17 N -1.7759 4.0736 5.2376
18 C -1.9701 3.6034 4.2091
19 C -2.1919 2.9920 2.9287
20 C -3.3016 3.2958 2.1479
21 C -3.4379 2.6714 0.9188
22 C -2.4790 1.7623 0.5182
23 N -1.4155 1.4663 1.2776
24 C -1.2657 2.0703 2.4584
25 H -4.0351 4.0097 2.4975
26 H -4.2766 2.8873 0.2728
27 H -2.5369 1.2635 -0.4408
28 H -0.3867 1.8246 3.0375
29 C 3.9082 3.6434 -0.7184
30 N 3.0974 2.8138 0.1645
31 C 2.0174 2.1404 -0.2099
32 N 1.6067 2.1886 -1.4833
33 O 1.4025 1.4524 0.6714
34 H 4.7688 3.9951 -0.1586
35 H 3.3516 4.5155 -1.0647
36 H 4.2692 3.0656 -1.5694
37 H 3.3409 2.7350 1.1386
38 H 1.9758 2.8772 -2.1173
39 H 0.7545 1.7072 -1.7295
40 S -3.1827 -3.1079 0.7771
41 C -2.3861 -1.7127 0.2421
42 N -1.2369 -1.4675 0.8089
43 C -0.9079 -2.4358 1.7618
44 C 0.2463 -2.4717 2.5458
45 C 0.3867 -3.5153 3.4334
46 C -0.5953 -4.5123 3.5460
47 C -1.7353 -4.4846 2.7735
48 C -1.8801 -3.4273 1.8747
49 H -2.7988 -1.0819 -0.5307
50 H 1.0127 -1.7068 2.4751
51 H 1.2681 -3.5691 4.0573
52 H -0.4539 -5.3168 4.2542
53 H -2.4896 -5.2541 2.8622

For the highest occupied orbital energy, the calculation gives -14.682 eV. As for the total charge: +2. For the molar mass, the calculation gives 506.9 g mol⁻¹.

Record 2
Molecular formula: C35H50N6O15
Method: DFT, the ωB97M-V functional and the def2-TZVPD basis

Element x y z (Å)
1 C 2.5586 -4.4675 0.5303
2 C 2.3390 -4.1259 2.0182
3 C 1.8786 -2.7235 2.3085
4 O 0.4369 -2.6757 2.3050
5 C 0.0940 -3.9822 2.5931
6 O -0.9827 -4.2871 2.9291
7 O 1.1604 -4.8353 2.5555
8 H 1.6315 -4.6014 -0.1079
9 H 3.1785 -5.3506 0.3551
10 H 3.1289 -3.6283 0.1080
11 H 3.1751 -4.4966 2.5836
12 H 2.2280 -1.9609 1.6005
13 H 2.1100 -2.5000 3.4199
14 C 2.4357 -3.5282 -3.3814
15 C 2.3614 -2.0374 -2.9938
16 C 1.0046 -1.4266 -2.5383
17 O 1.4577 -0.6615 -1.3732
18 C 2.7418 -0.8857 -1.0927
19 O 3.2945 -0.3477 -0.1430
20 O 3.2759 -1.7891 -1.8774
21 H 2.3897 -4.2313 -2.5431
22 H 3.3559 -3.9366 -3.9151
23 H 1.5253 -3.7200 -4.0010
24 H 2.6445 -1.3789 -3.8247
25 H 0.2481 -2.2499 -2.3506
26 H 0.5205 -0.6822 -3.2086
27 C 3.9282 5.9799 -0.9389
28 C 3.2562 6.1868 0.4087
29 C 2.0315 5.2619 0.6029
30 O 2.5313 4.1652 1.3388
31 C 3.6611 4.5127 1.9141
32 O 4.2809 3.9153 2.7500
33 O 4.1300 5.6704 1.4551
34 H 4.6365 6.7409 -1.1910
35 H 3.1286 6.0889 -1.6653
36 H 4.4088 5.0068 -1.0689
37 H 3.0325 7.2575 0.6752
38 H 1.4447 4.9444 -0.2149
39 H 1.3818 5.7356 1.3554
40 C -3.4576 -3.1044 0.7618
41 C -3.1781 -3.7520 -0.6014
42 C -4.4247 -3.8989 -1.4052
43 O -4.0437 -3.7361 -2.7271
44 C -3.0037 -2.8838 -2.6364
45 O -2.5496 -2.3413 -3.6501
46 O -2.5450 -2.7484 -1.3964
47 H -3.6918 -2.0352 0.6374
48 H -2.5299 -3.2916 1.3173
49 H -4.3165 -3.5883 1.2299
50 H -2.5805 -4.6423 -0.5245
51 H -5.1827 -3.1548 -1.2413
52 H -4.7655 -4.9549 -1.2927
53 C -1.2588 2.8555 0.8462
54 C -1.0910 1.4910 0.1497
55 C -1.9164 0.3490 0.8036
56 O -3.0710 0.2245 -0.1250
57 C -2.7925 0.9386 -1.2176
58 O -3.4431 1.0369 -2.2282
59 O -1.5422 1.4512 -1.1933
60 H -2.3290 3.1113 1.0127
61 H -0.8471 3.5769 0.1325
62 H -0.7328 2.7201 1.7519
63 H -0.0459 1.2698 0.1381
64 H -2.3781 0.6720 1.6974
65 H -1.4209 -0.6155 0.8068
66 C 1.5008 0.5446 5.9338
67 C 0.3433 -0.1619 5.6613
68 C -0.2676 -0.0849 4.4613
69 N 0.2006 0.6970 3.4612
70 C 1.2984 1.4490 3.7393
71 C 2.0395 1.3423 4.9082
72 H 2.0238 0.3790 6.8813
73 H -0.1507 -0.8673 6.3817
74 H -1.1375 -0.7381 4.2232
75 H 1.5904 2.1598 2.9898
76 H 2.9205 2.0031 5.0225
77 C -1.5807 4.0636 -3.6734
78 C -1.1585 4.8367 -2.5443
79 N -0.7989 5.5304 -1.6977
80 H -1.6683 3.0139 -3.3044
81 H -0.7899 3.9485 -4.4099
82 H -2.5186 4.3580 -4.0698
83 C -7.1083 -0.2364 1.2974
84 C -5.8976 -0.4655 2.1251
85 N -4.9024 -0.5971 2.6672
86 H -7.6368 0.5818 1.7383
87 H -7.8008 -1.0840 1.2190
88 H -6.7420 -0.0300 0.2837
89 C 2.3400 2.3269 -2.1641
90 C 2.0965 1.5920 -3.4334
91 N 1.8023 1.1299 -4.4526
92 H 3.3807 1.9932 -1.9259
93 H 1.7172 1.8619 -1.3580
94 H 2.2059 3.3856 -2.2637
95 C 5.6354 -1.3551 1.3702
96 C 5.2827 -2.4973 2.1784
97 N 5.0926 -3.4665 2.7441
98 H 6.0269 -1.7743 0.4523
99 H 6.4113 -0.9639 1.9664
100 H 4.8754 -0.6418 1.1741
101 C -5.0945 -0.1301 -4.4400
102 C -5.6454 -0.8107 -3.2130
103 N -5.9865 -1.3321 -2.2485
104 H -5.8584 -0.1218 -5.1729
105 H -4.1907 -0.6635 -4.7382
106 H -4.7559 0.9194 -4.1933

For the highest occupied orbital energy, the calculation gives -9.591 eV. As for the SMILES: C[C@H]1COC(=O)O1.C[C@H]1COC(=O)O1.C[C@H]1COC(=O)O1.C[C@H]1COC(=O)O1.C[C@H]1COC(=O)O1.c1ccncc1.CC#N.CC#N.CC#N.CC#N.CC#N. For the molar mass, the calculation gives 794.8 g mol⁻¹.

Record 3
Molecular formula: OS2
Method: DFT, the ωB97M-V functional and the def2-TZVPD basis

Element x y z (Å)
1 O -0.9221 -0.2816 0.0023
2 S 1.8303 -0.1244 0.0016
3 S 0.1027 0.6837 -0.0016

For the highest occupied orbital energy, the calculation gives -10.255 eV. For the molar mass, the calculation gives 80.1 g mol⁻¹.

Record 4
Molecular formula: C4H12N2
Method: DFT, the ωB97M-V functional and the def2-TZVPD basis

Element x y z (Å)
1 C 2.1605 -0.3929 -0.8636
2 C 1.7664 -0.2621 0.6135
3 C 0.4179 0.4458 0.7963
4 N -0.6864 -0.2617 0.1797
5 C -1.9058 0.5459 0.1793
6 N -3.0359 -0.0850 -0.4690
7 H 1.8676 -1.3552 -1.2877
8 H 3.2294 -0.3244 -1.0613
9 H 1.6201 0.3854 -1.4046
10 H 1.6594 -1.2468 1.0820
11 H 2.4814 0.2142 1.2835
12 H 0.4818 1.4898 0.4603
13 H 0.2586 0.4197 1.8789
14 H -0.4692 -0.5475 -0.7682
15 H -2.1754 0.7723 1.2081
16 H -1.7131 1.4988 -0.3321
17 H -3.1856 -1.0010 -0.0605
18 H -2.7716 -0.2953 -1.4346

For the highest occupied orbital energy, the calculation gives -8.943 eV. As for the SMILES: CCCNCN. For the molar mass, the calculation gives 88.2 g mol⁻¹.

Record 5
Molecular formula: C4H26N2O7
Method: DFT, the ωB97M-V functional and the def2-TZVPD basis

Element x y z (Å)
1 C -0.6253 2.4564 2.5670
2 N -0.2918 1.2366 1.8564
3 C 0.4152 0.3215 2.7444
4 C 0.4437 1.5012 0.6427
5 C 0.6550 0.1976 -0.1884
6 N 0.2131 0.1961 -1.5666
7 H -0.8547 2.1811 3.5928
8 H 0.2338 3.1462 2.6950
9 H -1.3094 3.1435 2.0750
10 H 0.4535 -0.6499 2.2667
11 H -0.1554 0.1085 3.6471
12 H 1.4266 0.6695 2.9813
13 H -0.1292 2.1047 -0.0444
14 H 1.4518 1.9336 0.7310
15 H 1.7164 -0.0723 -0.1623
16 H 0.1851 -0.6492 0.3168
17 H -0.7608 0.4366 -1.6561
18 H 0.7892 0.7162 -2.2083
19 O 0.2088 -2.8533 -1.6544
20 H 0.6632 -2.8881 -0.7933
21 H 0.0169 -1.9029 -1.7455
22 O -1.5231 3.5942 -1.2875
23 H -2.0161 2.8025 -0.9942
24 H -1.4819 3.5004 -2.2423
25 O -4.9949 0.2089 0.1310
26 H -5.3046 -0.4782 0.7243
27 H -5.7048 0.5624 -0.4133
28 O 3.7844 -2.2146 -1.1178
29 H 4.0851 -1.5519 -0.4868
30 H 3.2008 -1.7471 -1.7399
31 O 1.8676 -3.4881 0.4882
32 H 2.6113 -3.3044 -0.1361
33 H 2.0460 -4.4385 0.5072
34 O -2.5519 1.1992 -0.1497
35 H -2.1199 0.9326 0.6790
36 H -3.4708 0.8446 -0.1158
37 O 2.2249 -2.2256 -3.4434
38 H 1.6213 -2.7341 -2.8664
39 H 2.9808 -2.7958 -3.6335

For the highest occupied orbital energy, the calculation gives -8.680 eV. As for the SMILES: CN(C)CCN.O.O.O.O.O.O.O. For the molar mass, the calculation gives 214.3 g mol⁻¹.

Record 6
Molecular formula: C3H3NO
Method: DFT, the ωB97M-V functional and the def2-TZVPD basis

Element x y z (Å)
1 N -2.5115 -0.9260 -0.0313
2 C -1.4338 -0.4646 -0.0491
3 C -0.2156 0.3651 -0.0109
4 C 1.1472 -0.2281 -0.0886
5 O 1.3790 -1.3741 0.0062
6 H -0.2099 0.9483 0.9709
7 H -0.1788 1.1681 -0.7116
8 H 2.0236 0.5114 -0.0856

For the highest occupied orbital energy, the calculation gives -10.698 eV. As for the SMILES: N#CCC=O. For the molar mass, the calculation gives 69.1 g mol⁻¹.